# 1
Entry from the OMol25 dataset: a structure of composition C41H39As3F4IrN8O2 in a non-equilibrium geometry (ωB97M-V with the def2-TZVPD basis set).

Properties
Kohn-Sham gap (alpha / beta): 0.209 / 0.155 Ha
M: 1168.8 g mol⁻¹
Calculated total energy: -9384.54913 Eh
Charge: +2
2S+1: 6

Geometry as XYZ:
```
98
C41H39As3F4IrN8O2 (ωB97M-V with the def2-TZVPD basis set)
Ir -0.15768 0.20491 -0.80907
O -0.79021 -3.16091 -3.37169
C -0.70444 -2.30023 -2.46901
N 0.05540 -1.14891 -2.39913
C 0.75994 -0.71896 -3.47710
C 0.67823 -1.16892 -4.82054
C 1.40056 -0.51919 -5.79922
C 2.36393 0.39445 -5.48728
C 2.57428 0.85067 -4.21568
C 1.67722 0.36428 -3.19713
N 1.60721 0.80476 -1.87285
C 2.37402 1.98121 -1.65813
O 2.10572 3.04325 -2.27211
C 3.53740 1.99647 -0.74846
C 4.57855 2.95440 -1.04667
C 5.70527 3.00157 -0.26273
C 5.77167 2.12713 0.82954
C 4.63684 1.43644 1.22606
N 3.52287 1.39896 0.46058
C -1.37866 -2.52029 -1.16987
C -2.15596 -3.64548 -0.89708
C -2.92784 -3.61069 0.24236
C -2.93408 -2.50619 1.07853
C -2.19460 -1.36973 0.70791
N -1.39059 -1.38006 -0.34848
H 0.04499 -2.05292 -5.03169
H 1.27389 -0.82641 -6.78275
H 3.00170 0.85396 -6.29452
H 3.41941 1.53349 -3.99151
H 4.51558 3.46190 -2.00759
H 6.45895 3.73143 -0.54654
H 6.61655 1.89913 1.47650
H 4.66273 0.74748 2.12748
H -2.14253 -4.49726 -1.60133
H -3.56623 -4.51974 0.47073
H -3.55712 -2.43656 1.97178
H -2.21167 -0.47311 1.32744
C -2.90395 0.14126 -3.04721
As -1.77598 1.38851 -1.90677
C -1.01853 2.39553 -3.42485
C -3.24771 2.17843 -0.87108
C -2.94883 3.19675 0.25628
C -2.33907 4.49460 -0.37875
C -2.09258 2.64823 1.34895
As -0.16182 2.01965 0.95051
C 0.55455 1.89466 2.85180
C 0.62386 3.86599 0.70903
C -4.31649 3.67923 0.78966
As -5.65302 2.88350 2.00416
C -5.21142 0.96075 1.69702
C -4.83320 3.24332 3.82603
H -3.69497 0.70181 -3.53215
H -3.37301 -0.60105 -2.43272
H -2.17463 -0.30230 -3.73943
H -1.64774 3.22338 -3.78519
H -0.84685 1.72042 -4.26374
H -0.03257 2.73874 -3.07809
H -3.78934 1.31087 -0.45284
H -3.85123 2.66654 -1.68644
H -1.49465 4.26277 -0.97500
H -2.05496 5.30339 0.33612
H -3.10599 4.96522 -1.05130
H -2.59109 1.76534 1.70976
H -2.04248 3.36366 2.19214
H 0.36316 0.89730 3.27481
H 0.04303 2.62181 3.50099
H 1.65398 2.05177 2.85792
H 0.13450 4.52506 1.41332
H 0.53426 4.28717 -0.29062
H 1.66172 3.78512 0.97741
H -4.99800 3.91621 -0.05338
H -4.16545 4.63918 1.33359
H -5.59685 0.60009 0.74392
H -5.69066 0.40607 2.51380
H -4.13990 0.67408 1.78092
H -5.18299 4.23631 4.12384
H -3.75544 3.19903 3.74089
H -5.13823 2.55421 4.61145
F 0.55278 -3.89788 1.14584
C 1.62870 -4.24654 1.93146
C 1.45612 -5.22342 2.87241
F 0.22993 -5.63534 3.21666
C 2.53449 -5.92050 3.41078
C 3.79086 -5.25512 3.17927
C 3.92515 -4.17860 2.32112
F 5.18567 -3.71796 2.10753
C 2.84860 -3.70094 1.59012
C 2.89760 -2.67863 0.60138
C 1.89936 -1.70341 0.49003
N 1.15855 -0.80886 0.32111
C 3.87328 -2.56149 -0.39430
N 4.66362 -2.34941 -1.24024
F 4.93945 -5.84457 3.58758
C 2.40520 -7.24536 3.94284
C 1.15195 -7.82634 4.33228
N 0.24200 -8.42027 4.72005
C 3.44131 -8.19552 3.95194
N 4.24464 -9.02279 3.99663
```

***

# 2
Entry from the OMol25 dataset: a structure of composition C41H39BrCl2F2N3RuS in a non-equilibrium geometry (ωB97M-V with the def2-TZVPD basis set).

Properties
Kohn-Sham gap (alpha / beta): 0.163 / 0.124 Ha
M: 895.7 g mol⁻¹
Relative energy (zero: lowest compared OMol25 entry of this formula, charge and spin): 102.4 kcal per mole
Calculated total energy: -5937.16446 Eh
Charge: 0
2S+1: 2

Geometry as XYZ:
```
90
C41H39BrCl2F2N3RuS (ωB97M-V with the def2-TZVPD basis set)
Ru 0.02434 -0.72204 0.44176
F 0.93856 -5.40271 -2.31581
C 1.43181 -4.39970 -1.55954
C 0.56494 -3.45367 -1.05224
C 1.05923 -2.40687 -0.27943
C 2.44264 -2.36567 -0.00200
C 3.27160 -3.33365 -0.56265
F 4.61012 -3.28957 -0.36434
C 2.79722 -4.36420 -1.34519
C 2.91072 -1.28405 0.87640
C 4.12225 -1.29800 1.56843
C 4.42787 -0.26636 2.43017
C 3.53196 0.78019 2.57783
C 2.34566 0.72943 1.87590
N 2.03217 -0.27138 1.04548
H -0.48761 -3.54880 -1.28747
H 3.46323 -5.10128 -1.76702
H 4.79612 -2.12771 1.44461
H 5.35703 -0.28021 2.98462
H 3.72916 1.61114 3.23839
H 1.61883 1.52275 1.96345
Cl 2.13337 2.08122 -1.37657
C 1.72928 3.08755 -2.72714
C 2.76102 3.77945 -3.33214
C 2.50433 4.57248 -4.43875
C 1.21538 4.67403 -4.94242
C 0.18806 3.98883 -4.32606
Cl -1.39589 4.13160 -5.00712
C 0.39946 3.16996 -3.18919
S -0.90289 2.30158 -2.46434
H 3.76071 3.68228 -2.93454
H 3.31214 5.10981 -4.91481
H 0.99999 5.27904 -5.81055
C -0.77483 4.85813 2.90603
C -0.79417 3.41621 2.48316
C -1.10613 2.38382 3.37239
C -1.07904 1.06670 2.96137
C -0.74825 0.79383 1.63005
Br 0.15456 -2.00520 2.61171
N -0.49640 1.77292 0.78989
C -0.49777 3.04863 1.18300
H -1.17342 4.97202 3.91330
H -1.37384 5.47583 2.23562
H 0.24027 5.25914 2.90268
H -1.35259 2.62662 4.40007
H -1.27867 0.25799 3.64994
H -0.25683 3.79044 0.42795
C 1.32552 -0.54372 -4.25303
C -0.03380 -0.91663 -3.73987
C -0.98888 -1.40124 -4.63025
C -2.24187 -1.79673 -4.19328
C -3.25441 -2.35168 -5.15487
C -2.54856 -1.71996 -2.84510
C -1.62285 -1.23640 -1.89038
C -0.36860 -0.81650 -2.40275
N -1.79003 -1.19585 -0.52231
C -3.09516 -1.58990 0.06696
C -3.33993 -3.10315 -0.12915
C -4.69708 -3.49113 0.46367
C -5.80210 -2.65014 -0.18512
C -5.58289 -1.16352 0.11995
C -5.56803 -0.94729 1.63138
C -4.42357 -1.76318 2.22407
C -4.67739 -3.24774 1.97184
C -3.09614 -1.35121 1.58068
C -4.24651 -0.70588 -0.47581
H 1.66577 -1.27147 -4.98969
H 2.05591 -0.50608 -3.44748
H 1.30405 0.43165 -4.74097
H -0.73816 -1.48642 -5.68118
H -2.94428 -2.19627 -6.18648
H -4.22614 -1.87788 -5.01762
H -3.38529 -3.42401 -5.00256
H -3.51283 -2.08448 -2.54864
H 0.40548 -0.43373 -1.73328
H -2.53568 -3.63819 0.38541
H -3.29994 -3.40005 -1.17311
H -4.87404 -4.55159 0.26065
H -6.77790 -2.96369 0.19480
H -5.81119 -2.81566 -1.26777
H -6.38542 -0.57206 -0.33138
H -6.52179 -1.25641 2.06900
H -5.43343 0.11450 1.85459
H -4.35388 -1.57744 3.30028
H -5.62771 -3.55070 2.41998
H -3.88900 -3.84837 2.43286
H -2.28848 -1.91545 2.03449
H -2.91253 -0.29461 1.77200
H -4.03697 0.32681 -0.18074
H -4.32171 -0.70100 -1.55789
```